# C27H30N4O4

A single C27H30N4O4 molecule (ωB97M-V with the def2-TZVPD basis set, OMol25).

CARTESIAN COORDINATES (ANGSTROEM)
O1 -2.56 -1.05 -1.03
O2 4.30 -0.30 0.92
O3 -2.01 -1.39 2.57
O4 -0.36 1.54 2.24
N1 -2.66 1.80 -0.87
N2 1.65 -1.15 -0.22
N3 3.36 1.55 0.08
N4 -2.53 1.38 1.66
C1 -2.26 2.98 -0.14
C2 1.32 -2.47 -0.03
C3 -2.63 -2.44 -1.25
C4 0.78 -0.38 0.47
C5 3.78 2.38 1.20
C6 -0.14 -1.16 1.14
C7 0.21 -0.12 -3.27
C8 0.20 -2.52 0.83
C9 -0.35 -3.75 1.19
C10 -0.81 1.85 -2.38
C11 -1.33 0.84 1.97
C12 1.33 -4.83 -0.17
C13 0.23 -4.90 0.68
C14 -1.23 -0.68 1.96
C15 -2.58 2.80 1.37
C16 2.49 3.72 -0.26
C17 -1.66 -0.31 -1.75
C18 -1.73 1.11 -1.63
C19 3.58 0.23 0.10
C20 2.71 3.46 1.23
C21 -3.65 0.67 1.09
C22 -3.87 1.21 -0.35
C23 2.80 -0.63 -0.92
C24 1.90 -3.63 -0.54
C25 -0.70 -0.88 -2.55
C26 0.14 1.26 -3.18
C27 2.60 2.33 -0.89
H1 0.87 0.69 0.49
H2 -1.20 -3.79 1.85
H3 4.77 2.81 1.00
H4 -1.72 -2.95 -0.94
H5 1.61 1.90 -1.06
H6 -3.44 -0.39 1.07
H7 2.75 -3.60 -1.19
H8 -1.84 3.31 1.98
H9 -3.58 3.17 1.62
H10 3.13 2.36 -1.85
H11 1.53 4.19 -0.47
H12 3.28 4.38 -0.64
H13 -0.17 -5.86 0.94
H14 -0.63 -1.96 -2.62
H15 -2.78 3.87 -0.52
H16 1.76 -5.75 -0.55
H17 0.94 -0.60 -3.89
H18 2.50 -0.06 -1.80
H19 3.03 4.35 1.78
H20 -4.62 2.01 -0.33
H21 1.80 3.07 1.69
H22 -2.84 -2.67 -2.30
H23 0.82 1.88 -3.75
H24 -1.19 3.12 -0.25
H25 -0.88 2.93 -2.35
H26 -4.54 0.85 1.71
H27 -4.23 0.43 -1.00
H28 -3.46 -2.79 -0.64
H29 3.44 -1.46 -1.21
H30 3.83 1.77 2.10

SMILES string = COc1ccccc1N1CCN(C(=O)C(=O)c2cn(CC(=O)N3CCCC3)c3ccccc23)CC1
Strongest force on any atom = 0.738 eV/Å
E_LUMO = 0.5 eV
Gap between HOMO and LUMO = 8.227 eV
Relative energy (zero: lowest compared OMol25 entry of this formula, charge and spin) = 2.150 eV
Total energy = -1566.8793 a.u.